[1]
An isolated molecule of C8H9BrOSi, computed with ωB97M-V with the def2-TZVPD basis set.

Element x y z (Å)
1 Br 0.771 -2.948 2.252
2 Si 1.158 0.194 1.837
3 O 1.223 -0.201 0.291
4 C -0.543 0.319 2.552
5 C -0.227 1.302 -0.858
6 C -1.110 0.548 -2.904
7 C 1.413 -1.262 2.874
8 C -0.734 -0.802 -2.679
9 C 0.444 0.083 -0.777
10 C -0.866 1.638 -2.026
11 C 0.159 -0.968 -1.651
12 H 1.856 -1.292 3.852
13 H -1.776 0.617 -3.815
14 H -0.689 0.683 3.571
15 H 0.586 -1.928 -1.487
16 H 0.120 1.982 -0.059
17 H 1.903 1.415 2.127
18 H -1.106 -1.486 -3.483
19 H -1.360 2.629 -2.057
20 H -1.221 -0.524 2.440

As for the HOMO-LUMO gap (alpha / beta): 8.2 / 8.2 eV. The HOMO energy (alpha / beta) comes out at -8.6651 / -8.5338 eV. Its total charge is 0. The total energy is -3248.88476 hartree.

Atomic charges from the Mulliken analysis, expressed in e, are listed below: Br -0.12; Si 0.22; O -0.24; C -0.72; C 0.01; C -0.07; C -0.37; C -0.62; C 0.43; C -0.77; C -0.25; H 0.45; H 0.24; H 0.35; H 0.43; H 0.25; H -0.16; H 0.31; H 0.31; H 0.33


[2]
A cluster of 2 separate species, C3H2F8N2S in total, computed with ωB97M-V with the def2-TZVPD basis set.

Element x y z (Å)
1 S 0.684 1.467 1.803
2 F 1.445 -1.387 -1.637
3 F -0.600 0.427 -2.427
4 F -0.815 1.758 -0.784
5 F -0.127 2.860 2.221
6 F 1.289 1.266 3.328
7 F 1.857 0.572 -1.050
8 F -2.243 0.254 -1.078
9 F 2.119 -1.063 0.375
10 N -0.924 -1.669 -0.110
11 N -0.387 0.426 1.594
12 C -0.979 0.494 -1.152
13 C 1.299 -0.589 -0.621
14 C -0.215 -0.485 -0.269
15 H -1.868 -1.772 -0.508
16 H -0.535 -2.559 0.316

As for the HOMO-LUMO gap (alpha / beta): 9.0 / 9.0 eV. The HOMO energy (alpha / beta) comes out at -10.0053 / -10.0057 eV. Its total charge is 0. The total energy is -1422.06636 hartree.

Atomic charges from the Mulliken analysis, expressed in e, are listed below: S 0.61; F -0.24; F -0.27; F -0.24; F -0.27; F -0.27; F -0.23; F -0.29; F -0.23; N -0.36; N -0.39; C 0.91; C 0.59; C 0.21; H 0.22; H 0.25


[3]
A cluster of 2 separate species, C13H25NO3S in total, computed with ωB97M-V with the def2-TZVPD basis set.

Element x y z (Å)
1 S -4.085 1.654 1.381
2 O -2.850 2.488 0.729
3 O -3.800 1.682 2.795
4 O -3.719 0.183 0.842
5 N 4.036 -4.819 -0.454
6 C 3.188 -4.889 -1.526
7 C 1.429 0.123 0.246
8 C -2.351 -0.285 0.820
9 C -3.134 3.145 -0.523
10 C -0.568 -0.994 -0.868
11 C -3.191 4.642 -0.321
12 C 3.432 -4.141 0.570
13 C 1.929 1.576 0.222
14 C -1.608 0.073 -0.462
15 C 2.027 -4.249 -1.185
16 C 2.183 -3.773 0.145
17 C 1.773 2.288 1.565
18 C 0.804 -0.352 -1.090
19 H -3.966 4.904 0.401
20 H 2.246 -0.545 0.527
21 H 1.377 2.137 -0.538
22 H -0.883 -1.486 -1.791
23 H 3.480 -5.388 -2.434
24 H 2.979 1.602 -0.081
25 H 0.762 2.149 1.957
26 H -2.238 5.012 0.055
27 H 1.461 -3.225 0.727
28 H -2.438 -1.367 0.916
29 H 1.933 3.363 1.465
30 H -2.336 2.862 -1.210
31 H -3.414 5.140 -1.266
32 H 0.663 0.037 1.024
33 H 1.481 -1.025 -1.618
34 H -4.072 2.764 -0.938
35 H -1.092 1.025 -0.317
36 H -1.834 0.081 1.710
37 H 3.937 -3.977 1.506
38 H 0.686 0.540 -1.713
39 H -2.343 0.226 -1.254
40 H -0.486 -1.755 -0.087
41 H 2.477 1.913 2.310
42 H 1.161 -4.134 -1.816
43 H 4.961 -5.205 -0.424

As for the HOMO-LUMO gap: 9.3 eV. The HOMO energy comes out at -8.4494 eV. Its total charge is 0. The total energy is -1188.95968 hartree.

Atomic charges from the Mulliken analysis, expressed in e, are listed below: S 0.56; O -0.18; O -0.53; O -0.37; N 0.03; C -0.58; C -0.50; C -0.53; C -0.23; C -0.70; C -1.31; C -0.81; C -0.43; C 0.05; C -0.43; C -0.07; C -1.27; C -1.05; H 0.30; H 0.52; H 0.26; H 0.30; H 0.39; H 0.40; H 0.28; H 0.31; H 0.47; H 0.37; H 0.37; H 0.28; H 0.39; H 0.21; H 0.44; H 0.46; H -0.11; H 0.30; H 0.38; H 0.42; H 0.51; H 0.19; H 0.33; H 0.43; H 0.19


[4]
A cluster of 2 separate species, C3H12NOS in total, computed with ωB97M-V with the def2-TZVPD basis set.

Element x y z (Å)
1 S 0.577 -1.591 -0.396
2 O 3.215 -0.647 0.313
3 N -1.531 -0.242 1.211
4 C -0.450 1.068 -0.575
5 C 0.008 -0.210 -1.275
6 C -1.828 0.876 0.210
7 H 1.865 -1.438 -0.543
8 H -0.760 -0.757 0.689
9 H 0.372 1.363 0.086
10 H 3.090 -0.395 1.304
11 H 4.214 -0.836 0.520
12 H -2.239 -0.931 1.448
13 H -0.829 -0.443 -1.933
14 H -0.802 1.707 -1.428
15 H -1.143 0.255 2.068
16 H -2.492 0.531 -0.581
17 H -2.180 1.699 0.771
18 H 0.914 -0.009 -1.889

As for the HOMO-LUMO gap: 9.9 eV. The HOMO energy comes out at -13.1352 eV. Its total charge is +1. The total energy is -649.38329 hartree.

Atomic charges from the Mulliken analysis, expressed in e, are listed below: S -0.31; O -0.64; N -0.12; C -0.58; C -0.56; C -0.56; H 0.25; H 0.01; H 0.33; H 0.33; H 0.31; H 0.36; H 0.43; H 0.31; H 0.39; H 0.36; H 0.36; H 0.32


[5]
A cluster of 2 separate species, C3H4O in total, computed with ωB97M-V with the def2-TZVPD basis set.

Element x y z (Å)
1 O -2.542 -0.396 0.224
2 C 0.600 0.451 -0.467
3 C -2.210 0.688 0.368
4 C 0.949 -0.495 0.305
5 H 1.158 1.426 -0.505
6 H -0.037 0.223 -1.318
7 H 0.378 -1.452 0.360
8 H 1.705 -0.446 1.033

As for the HOMO-LUMO gap: 11.7 eV. The HOMO energy comes out at -10.4505 eV. Its total charge is 0. The total energy is -191.89381 hartree.

Atomic charges from the Mulliken analysis, expressed in e, are listed below: O -0.14; C -0.61; C 0.15; C -0.37; H 0.20; H 0.33; H 0.19; H 0.25


[6]
A structure of composition C44H45CdN10O5SSe2, computed with ωB97M-V with the def2-TZVPD basis set.

Element x y z (Å)
1 Cd 1.320 -1.146 -0.042
2 Se -0.331 -2.476 1.588
3 Se 3.167 -3.124 -0.160
4 S -6.148 5.078 -0.722
5 O 1.292 -5.979 4.160
6 O -5.977 6.427 -1.224
7 O -0.022 -5.966 1.684
8 O -5.621 4.032 -1.585
9 O -7.445 4.779 -0.147
10 N 2.969 1.358 -0.973
11 N 0.507 1.443 -2.268
12 N 2.644 -0.236 1.957
13 N -3.933 4.327 0.613
14 N -5.423 5.696 1.827
15 N -4.661 1.066 1.536
16 N -0.659 -1.910 -1.565
17 N -4.057 -0.490 -0.157
18 N 0.035 1.417 1.047
19 N 2.411 -1.014 -2.803
20 C -0.555 -3.225 -1.777
21 C 4.042 1.460 0.024
22 C 2.739 -0.392 4.334
23 C -4.091 -0.055 1.094
24 C -2.840 -1.937 -2.572
25 C 0.064 2.232 2.101
26 C 3.123 -3.803 1.698
27 C -4.636 0.285 -1.085
28 C 3.497 1.122 -2.319
29 C -0.924 3.170 2.369
30 C -5.043 5.038 0.729
31 C 1.844 -4.453 2.260
32 C -4.711 -0.208 -2.476
33 C 4.751 -0.256 3.057
34 C 1.180 -5.346 1.211
35 C 2.040 -0.337 3.137
36 C 0.295 3.807 -2.027
37 C -5.232 1.491 -0.737
38 C -2.692 -3.292 -2.831
39 C 3.978 -0.166 1.905
40 C -5.223 1.834 0.606
41 C -4.017 -1.190 -3.059
42 C -1.779 -1.302 -1.935
43 C -2.010 2.461 0.376
44 C 3.522 -0.282 -2.870
45 C -0.622 1.447 -2.981
46 C 0.862 -3.427 2.836
47 C 3.451 -2.662 -4.199
48 C -3.161 4.187 1.686
49 C -0.995 1.545 0.216
50 C 4.654 -0.714 -3.551
51 C -1.547 -3.952 -2.408
52 C 4.123 -0.370 4.287
53 C -4.636 5.570 2.886
54 C 4.584 0.121 0.558
55 C 2.217 2.605 -0.970
56 C -1.372 2.585 -3.217
57 C 2.386 -2.170 -3.460
58 C 0.962 2.602 -1.810
59 C 2.324 -5.334 3.435
60 C 4.619 -1.923 -4.226
61 C -2.000 3.282 1.493
62 C -0.902 3.794 -2.717
63 C -3.486 4.792 2.889
64 H 3.371 -3.613 -4.707
65 H -4.340 -1.489 -4.052
66 H -5.687 2.151 -1.468
67 H 0.675 -6.334 3.502
68 H 5.548 -0.103 -3.557
69 H 0.921 2.136 2.760
70 H 4.333 -0.696 -0.126
71 H 3.030 -6.074 3.030
72 H -2.898 4.654 3.785
73 H -0.940 0.482 -3.363
74 H -1.004 0.869 -0.620
75 H -2.807 2.559 -0.347
76 H 0.182 -3.931 3.520
77 H 2.886 1.694 -3.018
78 H 3.933 -4.537 1.716
79 H -5.494 0.258 -3.065
80 H -4.945 6.101 3.780
81 H -1.424 -5.015 -2.562
82 H 0.697 4.731 -1.629
83 H 4.518 1.523 -2.390
84 H 2.205 -0.475 5.271
85 H -3.481 -3.833 -3.343
86 H 0.957 -0.405 3.106
87 H 2.871 -4.718 4.154
88 H 4.869 2.062 -0.384
89 H -1.467 4.706 -2.857
90 H 1.418 -2.703 3.426
91 H -3.605 -0.684 1.833
92 H -2.303 2.528 -3.764
93 H 5.489 -2.278 -4.763
94 H 0.967 -4.757 0.322
95 H 1.864 -6.149 0.926
96 H 4.706 -0.430 5.198
97 H 3.415 -2.984 2.359
98 H 1.921 2.811 0.058
99 H 5.670 0.155 0.647
100 H 2.846 3.451 -1.299
101 H 0.360 -3.696 -1.435
102 H -1.845 -0.243 -1.742
103 H -0.840 3.801 3.244
104 H 5.830 -0.224 2.983
105 H 1.466 -2.737 -3.386
106 H -0.681 -5.257 1.729
107 H 3.641 2.018 0.871
108 H -5.677 2.764 0.929

As for the HOMO-LUMO gap: 6.8 eV. The HOMO energy comes out at -4.9283 eV. Its total charge is -1. The total energy is -7996.35230 hartree.

Here are the Mulliken charges for atoms 1 to 99, given in e: Cd 2.66; Se -0.66; Se -0.66; S 1.21; O -0.60; O -0.72; O -0.70; O -0.65; O -0.71; N 1.21; N 0.46; N 1.41; N -0.14; N -0.56; N -0.58; N 0.72; N -0.34; N 1.26; N 0.54; C -0.38; C -1.50; C -1.11; C -0.42; C 0.03; C -0.90; C -1.32; C 1.16; C -1.29; C -1.32; C 0.17; C 2.07; C -0.90; C -1.09; C -0.35; C -1.30; C -1.17; C -0.75; C -0.71; C 0.14; C -0.51; C -1.21; C -0.29; C -0.26; C 0.66; C -0.49; C -1.65; C -0.89; C 0.10; C -0.50; C -1.15; C -1.40; C -0.65; C -0.52; C -0.40; C -1.59; C -1.10; C 0.00; C 1.06; C -1.29; C -0.58; C 0.60; C -0.65; C -0.91; H 0.43; H 0.41; H 0.75; H 0.46; H 0.42; H 0.41; H -0.25; H 0.47; H 0.39; H 1.05; H -0.23; H 1.20; H 0.61; H 0.53; H 0.57; H 0.46; H 0.40; H 0.48; H 0.48; H 0.19; H 0.52; H 0.51; H 0.90; H 0.40; H 0.54; H 0.42; H 0.38; H 0.45; H 0.46; H 0.41; H -0.38; H 0.54; H 0.39; H 0.10; H 0.39; H 0.49


> Number 5 is which compound?

C3H4O


> Which of these has the highest total charge?

C3H12NOS


> The highest total charge belongs to which entry?

C3H12NOS


> Number 2 is which compound?

C3H2F8N2S